[1]
A cluster of 2 separate species, C5H10O in total in a non-equilibrium geometry. Source: the Open Molecules 2025 dataset; level of theory: ωB97M-V/def2-TZVPD.

* net charge: 0
* spin multiplicity: 1

Atoms and positions in Å:
C: -0.61361 -0.43621 -0.95690
C: -0.86496 -0.42617 0.35030
C: -0.33380 0.48510 1.40062
C: -0.30381 0.11391 2.68338
C: 0.20187 1.13585 3.71345
H: -1.35177 -0.46133 -1.73979
H: 0.36577 -0.23871 -1.38936
H: -1.77454 -0.85322 0.78018
H: -0.35529 1.56969 1.34336
H: -0.73768 -0.79030 3.09313
H: 0.41272 0.54010 4.60152
H: 1.11468 1.56049 3.30328
H: -0.52967 1.92163 3.88017
O: 1.48429 -0.80202 -5.76737
H: 0.57264 -0.62472 -6.02729
H: 1.51875 -0.74017 -4.81060


[2]
An isolated molecule of C5H10O in a non-equilibrium geometry. Source: the Open Molecules 2025 dataset; level of theory: ωB97M-V/def2-TZVPD.

* net charge: 0
* spin multiplicity: 1

Atoms and positions in Å:
C: -0.38149 1.97819 -0.47122
C: -0.57904 0.60077 0.11198
C: -0.58310 -0.63801 -0.80671
C: 0.15963 -1.35612 0.33464
O: 1.16707 -2.30277 -0.07657
C: 0.68177 -0.01632 0.81603
H: 0.41366 1.94527 -1.22872
H: -1.32684 2.42043 -0.89012
H: -0.04073 2.67242 0.30232
H: -1.41990 0.58075 0.81556
H: -1.54461 -1.04824 -1.07474
H: 0.02098 -0.61402 -1.71325
H: -0.50367 -1.84143 1.03990
H: 1.53118 -2.75423 0.68991
H: 0.83894 0.14203 1.89934
H: 1.56615 0.23126 0.25163


[3]
A cluster of 2 separate species, C5H10O in total. Source: the Open Molecules 2025 dataset; level of theory: ωB97M-V/def2-TZVPD.

* net charge: 0
* spin multiplicity: 1

Atoms and positions in Å:
C: 0.60591 1.41309 0.83553
C: 0.06300 0.22834 0.11644
C: -0.89324 -0.04882 -0.78141
C: -0.26576 -1.35182 -1.22116
C: 0.65422 -1.15466 0.02763
O: 2.05261 -1.19719 -0.10781
H: 0.68628 1.26097 1.91733
H: 1.62507 1.57699 0.46554
H: 0.02443 2.31767 0.64469
H: -1.79089 0.46406 -1.11593
H: -0.86190 -2.26662 -1.31645
H: 0.33627 -1.20638 -2.12391
H: 0.31438 -1.79251 0.85834
H: 2.34082 -2.11364 -0.02002
H: -2.23637 1.70476 1.21008
H: -2.39237 1.93113 0.51826


[4]
An isolated molecule of C5H10O in a non-equilibrium geometry. Source: the Open Molecules 2025 dataset; level of theory: ωB97M-V/def2-TZVPD.

* net charge: 0
* spin multiplicity: 1

Atoms and positions in Å:
C: -1.49213 1.33484 -1.11547
C: -1.02264 0.28274 -0.02861
O: -1.46099 -0.64313 -0.68838
C: 0.39453 0.05709 0.61870
C: 1.33340 -0.29443 -0.55997
C: 0.36341 -1.08573 1.63725
H: -2.53293 1.61173 -0.94908
H: -0.75923 2.08942 -0.95654
H: -1.38443 0.98369 -2.17734
H: 0.76947 0.95937 1.11357
H: 1.40351 0.52390 -1.28490
H: 0.96546 -1.17942 -1.09011
H: 2.34917 -0.50866 -0.20493
H: 0.00078 -2.00802 1.17125
H: -0.29433 -0.84424 2.47749
H: 1.36695 -1.27916 2.03706


Number 1: frontier orbital gap 9.4 eV, E_HOMO -8.657 eV. Number 2: frontier orbital gap 10.9 eV, E_HOMO -9.938 eV. Number 3: frontier orbital gap 9.9 eV, E_HOMO -9.010 eV. Number 4: frontier orbital gap 9.1 eV, E_HOMO -8.596 eV.